ORCA calculation (ωB97M-V with the def2-TZVPD basis set) on a 8-piece molecular cluster, C34H45FI2N7O4PS overall.

CARTESIAN COORDINATES (ANGSTROEM)
I1 -2.207 -2.716 0.284
I2 1.436 -3.259 -1.243
S1 0.517 -0.292 3.360
P1 0.266 -1.089 -1.412
F1 -0.711 1.752 1.308
O1 1.532 0.369 2.255
O2 1.438 -0.065 -2.124
O3 0.110 0.816 4.264
O4 1.109 -1.376 4.181
N1 -5.772 6.471 -3.893
N2 3.022 -3.471 3.203
N3 6.277 -7.094 4.316
N4 -10.018 2.278 -3.570
N5 -1.693 7.114 -6.630
N6 11.656 -6.499 6.427
N7 -5.303 3.694 -2.334
C1 -6.643 3.538 -2.575
C2 -0.771 0.905 0.210
C3 1.473 -0.247 0.955
C4 -0.650 -1.554 1.223
C5 -1.067 6.794 -7.803
C6 -11.695 0.839 -3.722
C7 -7.302 3.639 -1.375
C8 0.379 7.882 -6.471
C9 -4.680 7.281 -4.037
C10 4.105 -5.217 2.374
C11 2.859 -4.701 2.629
C12 11.982 -7.804 6.680
C13 -10.833 0.422 -2.675
C14 0.014 -0.422 0.369
C15 -6.325 3.870 -0.375
C16 -2.268 0.784 -0.188
C17 -5.102 3.901 -0.996
C18 7.565 -6.786 4.654
C19 -6.129 7.696 -5.705
C20 -4.871 8.053 -5.156
C21 -1.048 -0.930 2.620
C22 13.860 -6.570 6.648
C23 5.055 -4.262 2.817
C24 4.355 -3.196 3.327
C25 7.025 -8.773 5.553
C26 5.941 -8.304 4.855
C27 -6.662 6.720 -4.901
C28 -11.165 1.985 -4.257
C29 13.345 -7.879 6.819
C30 12.795 -5.739 6.410
C31 0.223 7.257 -7.733
C32 -0.822 7.782 -5.814
C33 8.056 -7.809 5.426
C34 -9.805 1.328 -2.607
H1 -2.464 0.117 -1.046
H2 -8.368 3.557 -1.232
H3 1.875 -5.103 2.451
H4 4.690 -2.270 3.763
H5 -5.901 5.794 -3.157
H6 -4.580 3.662 -3.031
H7 -2.795 0.349 0.694
H8 9.045 -7.860 5.850
H9 -3.863 7.240 -3.334
H10 10.727 -6.152 6.277
H11 -0.276 1.466 -0.620
H12 0.169 -2.275 1.456
H13 -9.425 3.067 -3.745
H14 -6.592 8.109 -6.587
H15 11.220 -8.563 6.738
H16 6.129 -4.345 2.770
H17 1.269 8.355 -6.087
H18 -1.129 8.125 -4.840
H19 -4.110 4.052 -0.602
H20 1.950 -1.254 1.007
H21 2.273 -2.858 3.492
H22 4.962 -8.726 4.698
H23 2.088 0.330 0.231
H24 7.071 -9.705 6.094
H25 5.670 -6.518 3.756
H26 -4.184 8.792 -5.538
H27 -6.498 3.999 0.681
H28 -2.691 1.797 -0.323
H29 -1.425 -1.763 3.246
H30 -12.601 0.354 -4.046
H31 4.311 -6.175 1.921
H32 -2.648 6.894 -6.401
H33 -1.784 -0.110 2.520
H34 -8.946 1.379 -1.960
H35 -10.951 -0.444 -2.045
H36 -1.591 6.267 -8.583
H37 0.970 7.157 -8.503
H38 12.749 -4.678 6.230
H39 13.908 -8.776 7.022
H40 2.262 -0.563 -2.201
H41 -11.504 2.616 -5.062
H42 14.894 -6.269 6.694
H43 8.020 -5.868 4.318
H44 -7.594 6.183 -4.961
H45 -7.008 3.367 -3.575

Results
E_tot: -93648.9291 eV
E_LUMO: -0.887 eV
HOMO energy: -0.2989 Eh
molar mass: 951.6 u
gap between HOMO and LUMO: 7.25 eV
total charge: 0